1.
Computed, not measured: a molecular structure, C11H41N20O13Pb at a distorted geometry, with ωB97M-V with the def2-TZVPD basis set.

Positions of all 86 atoms, in Å:
Pb -3.17638 -2.16301 -0.15398
O 1.08674 -1.08969 0.61567
C 0.12437 -0.26799 0.35284
O -0.78907 -0.64171 -0.43799
O 0.12688 0.88749 0.80051
H 0.81304 -1.77925 0.00641
C -1.55570 -4.01055 -2.79322
O -2.44023 -3.38433 -2.27841
N -0.32205 -3.94820 -2.45533
N -1.84334 -4.94737 -3.60936
H -0.03815 -3.29653 -1.73780
H 0.43301 -4.30782 -3.02159
H -2.79938 -5.08706 -3.90357
H -1.09632 -5.59608 -3.81246
C -3.28572 0.58757 -2.26733
O -3.19679 -0.57253 -2.23391
N -2.57647 1.35105 -1.48695
N -4.26131 1.23540 -2.81445
H -1.79223 0.89639 -1.04159
H -2.72449 2.32365 -1.25840
H -4.30714 2.23731 -2.69545
H -4.88608 0.64282 -3.34228
C -0.43856 -0.09543 -4.91369
O 0.37032 0.71190 -5.38136
N -1.71312 -0.09517 -5.24967
N -0.26037 -0.92966 -3.91452
H -2.34356 -0.68016 -4.72012
H -2.04950 0.44300 -6.03537
H 0.73184 -0.91390 -3.72643
H -1.04664 -1.00833 -3.28548
C 2.26774 4.89951 -0.01705
O 1.30920 5.21717 -0.65496
N 2.30823 3.80747 0.68919
N 3.36300 5.56274 -0.00347
H 3.03316 3.54175 1.34033
H 1.63479 3.07568 0.51294
H 4.11107 5.19323 0.56570
H 3.53495 6.39237 -0.55322
C 5.19098 -0.98997 1.31324
O 5.51738 -1.34345 0.19425
N 5.75127 -0.14917 2.09447
N 4.00359 -1.34198 1.76347
H 5.25949 0.26059 2.87570
H 6.64451 0.19278 1.76998
H 3.80684 -1.18278 2.74125
H 3.43271 -1.95160 1.19554
C 1.43206 1.37901 4.13435
O 2.06246 1.70316 5.19070
N 1.53121 0.21764 3.51834
N 0.60338 2.20369 3.56700
H 1.01169 -0.00253 2.68066
H 2.21165 -0.44077 3.86990
H 0.30719 1.98776 2.62586
H 0.37439 3.09016 3.99344
C 1.50117 2.23693 -2.69128
O 2.46590 1.77581 -2.08359
N 1.62052 2.64561 -3.89777
N 0.40025 2.54763 -2.12734
H 2.40239 2.25473 -4.40372
H 0.87575 2.78837 -4.56489
H -0.36746 2.74930 -2.75187
H 0.22629 2.18889 -1.19936
C -2.62609 3.00121 2.09958
O -3.09308 3.75866 2.95565
N -1.76725 3.23643 1.20088
N -2.85010 1.72457 2.04086
H -1.70197 4.16318 0.80468
H -1.27499 2.54384 0.65490
H -3.40553 1.26322 2.74707
H -2.22560 1.11605 1.53114
C -2.02769 -1.36949 3.39538
O -2.71023 -1.58295 2.40277
N -2.48658 -0.90896 4.46963
N -0.78585 -1.75580 3.43650
H -2.01796 -0.95178 5.36331
H -3.43398 -0.55927 4.45389
H -0.16978 -1.81223 4.23485
H -0.58719 -2.28566 2.59991
C -0.46203 -4.13395 1.13250
O -1.14669 -3.29229 0.64141
N 0.55534 -4.68703 0.53059
N -0.70156 -4.76367 2.23317
H 0.93052 -4.39840 -0.36163
H 1.21149 -5.17115 1.12657
H -0.23963 -5.55009 2.66707
H -1.55488 -4.59602 2.74682

Output
Lowest unoccupied orbital energy in hartree: -0.15368
ΔE to the lowest compared entry with this formula, charge and spin in kJ/mol: 546.14
Net charge: +1

***

2.
Computed, not measured: a molecular structure, C2H5Cl2 at a distorted geometry, with ωB97M-V with the def2-TZVPD basis set.

Positions of all 9 atoms, in Å:
Cl 1.86042 -0.56293 1.59306
H -0.95292 0.10434 1.19416
C -0.89024 0.40014 0.14256
C 0.29137 -0.32136 -0.46183
Cl 0.94522 0.46435 -1.83784
H -1.81773 0.11688 -0.35971
H -0.75682 1.48026 0.09233
H 1.22805 -0.31170 0.32215
H 0.09265 -1.37000 -0.68489

Output
Lowest unoccupied orbital energy (spin up / spin down) in hartree: 0.03495 / -0.08696
2S+1: 2
ΔE to the lowest compared entry with this formula, charge and spin in kJ/mol: 20.48

***

3.
Computed, not measured: a molecular structure, C39H78NO13S2 at a distorted geometry, with ωB97M-V with the def2-TZVPD basis set.

Positions of all 133 atoms, in Å:
C -2.00139 -3.40969 -2.45178
C -1.15570 -2.48526 -2.01179
C -1.54460 -1.50864 -0.93143
S -0.89630 0.14356 -1.25265
O -1.82327 1.14487 -0.76389
O 0.38712 0.15798 -0.56413
N -0.63625 0.17856 -2.83338
S -1.55408 1.10440 -3.74945
O -1.14423 0.88427 -5.12288
O -2.97550 1.01081 -3.52743
H -3.04184 -3.36659 -2.14967
H -1.67048 -4.19744 -3.11223
H -0.16272 -2.39410 -2.43542
H -2.63062 -1.48036 -0.86501
H -1.07557 -1.82210 0.00115
H -1.18331 2.38818 -3.53506
C 2.29015 4.98401 -4.99287
C 1.69549 6.38589 -5.02428
C 0.22784 6.10190 -4.73154
O 0.20292 4.95299 -3.88326
C 1.49752 4.34109 -3.86722
H 3.36541 4.96816 -4.81033
H 2.09634 4.46430 -5.93410
H 2.13314 6.99302 -4.23424
H 1.84515 6.90468 -5.97171
H -0.32957 5.87572 -5.64781
H -0.26963 6.92816 -4.22005
H 1.95828 4.53774 -2.89318
H 1.38832 3.26312 -3.98911
C -0.71425 -8.52045 -3.95374
C -0.70570 -8.97900 -2.49835
C -0.62232 -7.64889 -1.76009
O -1.29756 -6.69241 -2.57597
C -1.54354 -7.24514 -3.86838
H -1.13512 -9.25277 -4.64171
H 0.30229 -8.28852 -4.28070
H -1.64172 -9.48803 -2.26035
H 0.11313 -9.65332 -2.25469
H 0.41788 -7.32826 -1.63366
H -1.09564 -7.67418 -0.77777
H -2.61388 -7.46197 -3.96098
H -1.27475 -6.50851 -4.62685
C 6.19283 8.37810 -5.48132
C 5.63558 9.79940 -5.50542
C 4.16298 9.55649 -5.20140
O 4.11177 8.40243 -4.36399
C 5.38352 7.74897 -4.35589
H 7.26650 8.32928 -5.30534
H 5.97823 7.87444 -6.42640
H 6.09175 10.39496 -4.71112
H 5.79074 10.31686 -6.45129
H 3.59648 9.35190 -6.11710
H 3.69080 10.39249 -4.68364
H 5.85417 7.92123 -3.38104
H 5.24011 6.67529 -4.48243
C -0.28903 -14.68476 -1.73030
C 1.05840 -14.00086 -1.51280
C 0.92425 -12.77079 -2.40068
O -0.46186 -12.42722 -2.40355
C -1.22598 -13.48819 -1.82950
H -0.56705 -15.37181 -0.93229
H -0.28172 -15.23897 -2.67163
H 1.16341 -13.70278 -0.46734
H 1.91416 -14.62004 -1.77811
H 1.23565 -12.98673 -3.42853
H 1.50073 -11.91872 -2.03776
H -1.57469 -13.17513 -0.83936
H -2.09685 -13.67821 -2.45785
C -1.31147 2.39141 4.29587
C -1.44804 2.39135 2.77521
C -1.40154 0.90770 2.45329
O -1.97577 0.23580 3.59380
C -2.11075 1.15030 4.67258
H -1.68850 3.29721 4.77343
H -0.26286 2.26788 4.57853
H -2.41711 2.80446 2.48559
H -0.67193 2.95608 2.26251
H -0.37217 0.56091 2.32463
H -1.96214 0.66153 1.55686
H -3.17585 1.39187 4.79888
H -1.75483 0.67979 5.59346
C -3.51721 1.35671 9.78418
C -3.64582 1.35128 8.26319
C -3.62769 -0.14065 7.95843
O -4.22508 -0.78676 9.08783
C -4.35049 0.14016 10.16493
H -3.87291 2.27399 10.25187
H -2.47450 1.20687 10.07400
H -4.60171 1.78728 7.96467
H -2.85140 1.89345 7.75223
H -2.60283 -0.50860 7.84270
H -4.18922 -0.39452 7.05966
H -5.40741 0.40655 10.28051
H -4.01267 -0.33772 11.08602
C 5.75160 6.27597 -0.42544
C 4.71792 5.17035 -0.22226
C 4.77760 4.43357 -1.55329
O 6.12204 4.58090 -2.02998
C 6.81207 5.55344 -1.24613
H 6.14401 6.68493 0.50501
H 5.31866 7.09562 -1.00434
H 5.03741 4.50912 0.58634
H 3.71904 5.53487 0.01111
H 4.10023 4.87809 -2.28872
H 4.54051 3.37392 -1.46226
H 7.52916 5.02419 -0.60800
H 7.36561 6.22166 -1.90919
C 2.60849 -1.89795 2.36624
C 2.57112 -3.24611 3.08331
C 1.07226 -3.51596 3.14661
O 0.50517 -2.90642 1.99383
C 1.46758 -2.04138 1.36825
H 3.56151 -1.68202 1.88486
H 2.39165 -1.09264 3.07291
H 3.06678 -4.00754 2.47574
H 3.03956 -3.23708 4.06792
H 0.62661 -3.06426 4.04123
H 0.83189 -4.58149 3.14294
H 1.80785 -2.51364 0.44039
H 0.99540 -1.09585 1.11256
C -5.33013 3.19396 2.59393
C -6.80531 3.47757 2.32646
C -7.37464 3.50417 3.73878
O -6.33070 3.98824 4.58645
C -5.09268 3.99262 3.86768
H -4.67058 3.48947 1.78016
H -5.17890 2.12874 2.78314
H -6.92013 4.45550 1.85323
H -7.28485 2.73407 1.69202
H -7.65863 2.49897 4.06973
H -8.24268 4.15826 3.83758
H -4.82411 5.03056 3.64115
H -4.31285 3.56383 4.49931

Output
Lowest unoccupied orbital energy in hartree: 0.07287
Net charge: -1

***

4.
Computed, not measured: C2H5N3S in the gas phase at a distorted geometry, with ωB97M-V with the def2-TZVPD basis set.

Positions of all 11 atoms, in Å:
C -2.27975 0.02209 -0.07967
N -1.32658 -0.83245 0.21386
N -0.00487 -0.68715 -0.19862
C 0.43205 0.64385 0.07517
N 1.68832 0.93152 0.16533
S 2.62863 -0.55097 -0.03449
H -1.90270 0.75337 -0.70142
H -3.27573 -0.24048 0.02809
H 0.44595 -1.29644 0.75480
H -0.46601 1.30410 0.03462
H 4.06069 -0.04743 -0.25767

Output
Lowest unoccupied orbital energy in hartree: 0.02296
SMILES: C=NN/C=N\S
ΔE to the lowest compared entry with this formula, charge and spin in kJ/mol: 479.90

***

Please write out number 4 again, unchanged.
Computed, not measured: C2H5N3S in the gas phase at a distorted geometry, with ωB97M-V with the def2-TZVPD basis set.

Positions of all 11 atoms, in Å:
C -2.27975 0.02209 -0.07967
N -1.32658 -0.83245 0.21386
N -0.00487 -0.68715 -0.19862
C 0.43205 0.64385 0.07517
N 1.68832 0.93152 0.16533
S 2.62863 -0.55097 -0.03449
H -1.90270 0.75337 -0.70142
H -3.27573 -0.24048 0.02809
H 0.44595 -1.29644 0.75480
H -0.46601 1.30410 0.03462
H 4.06069 -0.04743 -0.25767

Output
Lowest unoccupied orbital energy in hartree: 0.02296
SMILES: C=NN/C=N\S
ΔE to the lowest compared entry with this formula, charge and spin in kJ/mol: 479.90